--- A ---
17
Properties=species:S:1:pos:R:3 method="wB97M-V/def2-TZVPD" e_homo_ha=-0.1605 gap_ha=0.303 charge=-1
H -1.0877 1.1210 0.0024
H -0.2135 -1.5541 0.6795
H -1.2640 1.0071 2.0670
O 2.8151 0.5298 -0.9674
H 2.6159 -0.3988 -0.7613
O -1.8701 1.5986 -0.4928
H -0.9311 0.2583 -1.9482
O 0.0294 0.2911 0.5746
H 0.0018 -2.5075 1.9333
O -0.8442 -0.6911 -2.0925
H -0.5513 -1.0286 -1.2397
O 0.1446 -2.4166 0.9896
H -2.6365 1.0305 -0.5634
H 0.2119 1.8354 1.9147
C -0.2033 0.8003 1.8880
H 0.3734 0.2238 2.6190
H 1.8850 0.7912 -1.0360


--- B ---
17
Properties=species:S:1:pos:R:3 method="wB97M-V/def2-TZVPD" e_homo_ha=-0.1740 gap_ha=0.317 charge=-1
O -2.4650 -0.7068 -1.7948
C -0.5710 -0.4281 1.4628
H -1.8237 -0.5621 -1.0183
H 2.6711 1.1892 -0.3937
O 2.6388 1.1149 0.6085
H 0.4444 -0.5803 2.0014
H 0.1944 -1.6858 -0.3926
H 0.3613 2.7277 0.6566
H 1.7055 0.6494 0.6872
O 0.1788 -2.4725 -0.9652
H 0.1251 1.7199 -0.3091
H -1.1266 0.3703 2.0566
H 0.7431 -2.2490 -1.6524
O -0.2646 -0.0081 0.1018
H -1.8261 -0.6187 -2.4988
O 0.2457 2.7352 -0.2928
H -1.2313 -1.1951 1.7428


Q: What are the energies relative to the best structure? A: A 0.0; B 39.1, in kJ/mol.


--- A ---
22
Properties=species:S:1:pos:R:3 method="wB97M-V/def2-TZVPD" e_homo_ha=-0.5056 gap_ha=0.413 charge=+1
C 1.7960 -1.3849 -1.4990
H -3.7431 2.4602 1.5250
O 1.0692 -0.6566 -0.7979
H 1.2896 -0.4113 -3.1993
C 3.0030 -1.9908 -0.8203
H 1.8657 -1.9868 -3.4943
H -0.3660 -1.2104 0.4874
N 1.7641 -1.2251 -2.8435
N -0.9701 -0.7613 1.1646
H -0.1228 2.0789 0.3078
H -2.1384 2.9482 0.7443
H -2.2969 0.6806 2.6464
H 2.6266 -2.2984 0.1377
C -1.2014 0.5403 0.9845
C -2.6546 2.4507 1.5549
N -0.5747 1.2204 0.0325
H 3.7418 -1.2289 -0.6085
H -2.4542 3.1184 2.4021
H 3.3816 -2.8785 -1.3105
N -2.1582 1.0990 1.7392
H -1.6889 -1.3006 1.6187
H -0.1684 0.7370 -0.7717


--- B ---
22
Properties=species:S:1:pos:R:3 method="wB97M-V/def2-TZVPD" e_homo_ha=-0.5026 gap_ha=0.410 charge=+1
H -0.4535 1.4356 3.2150
C 0.4275 0.5784 1.6398
H -1.3486 1.3409 1.2164
C -0.8189 -0.8163 -2.5041
H 2.0561 0.0218 3.7628
H -0.4074 0.9993 -3.5906
N 0.4281 1.1224 2.8546
C 1.4224 0.8916 3.9169
H 0.8875 0.8152 4.8549
H 1.5019 -0.4510 0.2803
H -1.8089 1.0656 -2.6100
C -1.2409 0.3981 -3.2589
H 2.0774 1.7561 3.9476
N -0.9701 -2.0004 -3.0973
H -0.7010 -2.7555 -2.4863
N 1.5577 0.0796 1.1397
H -1.4550 -2.1765 -3.9608
O -0.2660 -0.7801 -1.3965
H -1.8289 0.1086 -4.1237
H -0.7359 0.1801 0.0339
N -0.5882 0.8158 0.8195
H 2.2971 -0.1297 1.7877


Q: What are the energies relative to the best structure? A: A 68.5; B 0.0, in kJ/mol.


--- A ---
86
Properties=species:S:1:pos:R:3 method="wB97M-V/def2-TZVPD" e_homo_ha=-0.1406 gap_ha=0.225 charge=-1
O 1.2433 3.1681 2.3622
H 5.8196 -4.3005 1.1354
H 1.3970 -2.5694 -2.1688
H -3.8445 -5.0373 -2.7891
C -3.4329 1.4038 0.7772
H 3.5066 3.9151 2.5132
H 1.4170 5.4785 0.9591
C -2.0372 0.1263 -2.9936
C 0.2463 -1.7629 -0.5506
H 1.9036 -0.5097 -0.8126
C 2.1367 3.8886 -1.7232
S 1.7275 0.6056 3.7301
C -2.7390 0.0173 2.7293
N -2.5754 1.2684 1.9661
H 4.8702 -2.0666 1.6225
C 4.8791 -4.0003 0.6907
I 1.7769 4.1685 6.5045
N 0.8971 -0.4209 -0.7515
H -1.7204 4.5559 -1.5972
H -2.3287 -2.0961 2.6888
H -4.9106 0.2797 -1.1782
H -0.7109 -3.7862 -5.4197
H -3.5382 2.4724 0.5648
C -2.1898 -1.2323 2.0221
C -2.9918 -4.4049 -3.0059
O 0.2536 0.8990 3.7986
H -0.2770 -0.8296 2.4880
H -1.9101 -1.6745 -0.5297
H -0.5944 -3.0563 0.9590
H -3.8017 -0.1494 2.9598
H -1.0279 3.3374 -2.6487
H 0.6788 -0.3718 -2.8817
C -2.5831 -3.4539 -2.0799
C -1.2395 -3.7066 -4.4774
N 3.0046 4.2078 3.3432
C 1.8600 3.3704 3.4645
H 0.8922 -2.2801 1.4728
C 4.3521 -2.7475 0.9592
C -0.7891 4.2195 -2.0542
C -0.0365 -2.1096 0.9335
H -2.6334 -5.2748 -4.9371
C 0.3224 0.1416 -1.9755
H 2.1671 3.0981 -2.4738
C -3.3659 0.1747 -2.7483
H 2.4291 -5.1601 -1.3333
H -4.0664 0.2214 -3.5778
H -0.3099 5.7160 0.7371
H 0.5535 -3.7816 -1.2584
Sr 0.0649 1.2836 1.3464
H 0.8064 6.2873 -0.5232
H 2.7539 -1.3824 0.6695
H 0.5774 1.1987 -2.0742
C -1.1340 -1.5896 -1.2815
H 3.0125 3.7787 -1.0841
O 2.1832 -0.4097 4.6338
O 2.4507 1.9176 4.0836
O 2.0220 0.3116 2.2926
H -2.7869 -1.4059 1.1244
C -1.4931 -2.6245 -2.3230
H -0.4080 5.0164 -2.6978
C -3.8541 0.2549 -1.4084
H 3.6286 4.1416 4.1393
C 4.1824 -4.8674 -0.1385
N -1.6192 0.7708 -0.7046
H -3.1286 -3.3318 -1.1512
C -2.3196 -4.5387 -4.2072
H -0.0084 -2.1115 -3.7926
H -1.6316 0.1711 -3.9976
H -4.4426 1.0246 0.9921
As 0.5008 3.7730 -0.6671
H -2.2158 0.1443 3.6791
N -0.7863 -1.0734 1.6389
H 2.1924 4.8549 -2.2306
C 0.9088 3.8476 4.5549
H 4.5766 -5.8543 -0.3492
C -2.9171 0.7314 -0.4869
C 2.9740 -4.4764 -0.6912
C 0.6229 5.5027 0.2151
C 3.1435 -2.3551 0.3992
H 0.5345 4.8176 4.2424
C 1.1346 -2.8625 -1.1473
H -2.7469 2.0426 2.5949
H 0.1135 3.1325 4.7147
C 2.4327 -3.2156 -0.4377
C -1.1667 -0.0933 -1.7948
C -0.8371 -2.7626 -3.5481


--- B ---
86
Properties=species:S:1:pos:R:3 method="wB97M-V/def2-TZVPD" e_homo_ha=-0.1581 gap_ha=0.228 charge=-1
H -2.6580 -1.0330 -2.2134
H -0.1753 -4.8444 2.7837
H 3.9717 0.2505 -0.5434
C -3.1867 1.8622 3.5305
C -4.1920 -0.7241 2.6374
O 0.0607 1.3446 -2.5890
H -0.1655 -1.4498 -1.9841
H -2.7166 2.8082 3.2716
I -5.5236 -3.8237 -0.0789
H -4.2574 2.0143 3.6775
H 3.7140 -1.8465 -1.9124
C -2.3111 5.4213 0.5304
H -2.7414 1.4886 4.4529
O -2.0525 0.3753 -1.9241
C 3.8583 -0.7293 -0.0732
C 0.1332 -2.1146 3.1679
H -3.3457 2.4165 0.4096
H -3.3965 -2.5825 -2.7844
As -2.8523 0.5895 2.0767
O -1.0627 -0.2874 -4.0264
H -3.9221 -1.1167 3.6188
C 0.4152 -2.8666 -0.4078
C 3.4897 6.2366 3.4566
O -2.3883 -1.8964 0.1273
O -1.9788 1.9664 -3.7779
C -1.7372 4.7139 -0.5170
H 3.4257 0.3347 1.6019
H -4.8844 1.7672 1.0427
Sr -0.1531 0.2613 -0.2247
H 2.3291 1.7432 2.3081
H -3.0748 6.1640 0.3358
C 2.7800 6.2430 2.2622
H 2.5970 -2.1048 4.1180
C 0.7130 -2.0196 -1.6322
C 1.7307 2.5989 1.9937
C -0.7737 3.7453 -0.2717
H 0.2535 -2.7959 4.0171
S -1.2607 0.8746 -3.1588
C 3.2234 -1.6226 2.1247
H -2.0534 4.8915 -1.5376
H -5.1800 -0.2643 2.6893
H 3.9380 7.1478 3.8332
H -0.3557 3.1950 -1.1102
H 4.1801 5.0234 5.0868
C -3.4457 -3.9093 -0.5791
C 0.1964 -2.9255 1.8849
H -3.3741 -4.5439 -1.4574
H 4.2668 -1.8539 2.4073
C 0.6027 2.3672 1.3013
C 3.0474 3.8843 3.6658
C -2.8972 -2.5156 -0.8167
C -3.8837 1.5094 0.6908
C -0.0181 -4.2987 1.8620
H 0.9053 -2.7005 -2.4731
N -2.9654 -2.0462 -2.0524
N 0.4125 -2.2429 0.7685
N 3.1417 -0.5354 1.1724
H -2.9475 -4.3595 0.2704
H -2.3496 5.6867 2.6627
C 2.4581 -1.2822 3.4081
H 1.8784 -0.4155 -2.1209
C -0.0351 -4.9545 0.6393
H -3.9435 0.8800 -0.1963
H 3.1534 2.9552 4.2165
C -0.9379 4.1893 2.0795
C 0.1790 -4.2298 -0.5236
H -0.8818 -1.7055 3.2182
C -0.3388 3.4696 1.0334
H -4.2036 -1.5455 1.9218
C 2.2029 5.0804 1.7766
N 1.0398 -1.0041 3.3263
H 0.1925 -4.6984 -1.4991
H 2.6791 7.1647 1.7016
H 0.8263 -0.2262 2.7109
C -1.9058 5.1482 1.8324
C 3.1019 -1.6464 -1.0232
H 2.9340 -0.4020 3.8553
H 1.6614 5.0971 0.8404
H 2.8131 -2.5276 1.6721
H -0.2066 -6.0235 0.5960
H 2.9421 -2.6122 -0.5352
N 1.8094 -1.0844 -1.3593
C 2.3123 3.8766 2.4779
H -0.6242 3.9801 3.0963
H 4.8708 -1.1426 0.0752
C 3.6245 5.0458 4.1566


Q: What are the energies relative to the best structure? A: A 0.0; B 85.3, in kJ/mol.


--- A ---
10
Properties=species:S:1:pos:R:3 method="wB97M-V/def2-TZVPD" e_homo_ha=-0.3728 smiles="O=S1(=O)C=CC1" gap_ha=0.378 charge=0
H -0.6386 1.6440 0.6838
C -0.3884 -0.8296 -1.1981
C 0.3238 -0.1786 -0.3319
O -2.7962 0.8800 -0.8153
H -0.0667 -1.5909 -2.0069
O -3.0095 -0.9390 0.7571
H 1.4822 0.0219 -0.2345
C -0.4110 0.5200 0.7031
S -2.1201 -0.1232 -0.0450
H -0.2090 0.1181 1.6624


--- B ---
10
Properties=species:S:1:pos:R:3 method="wB97M-V/def2-TZVPD" e_homo_ha=-0.3360 gap_ha=0.291 charge=0
H -1.7861 0.4211 1.1523
S 1.8670 2.1029 -0.3698
H 1.2623 -2.2986 -0.4813
C 0.1944 -0.7925 -0.1186
O -1.1669 2.3668 0.7480
H -0.4855 -1.6271 -0.0474
O 1.2999 -1.3556 -0.7410
C 0.0322 0.4800 0.2656
H 1.7495 3.0331 0.7319
C -1.1010 1.1537 0.6786


--- C ---
10
Properties=species:S:1:pos:R:3 method="wB97M-V/def2-TZVPD" e_homo_ha=-0.3283 gap_ha=0.341 charge=0
O 0.4122 -1.6135 -0.6318
H -0.9456 -0.4266 -1.7390
O 2.3574 -1.3641 0.5107
H 1.2623 1.1952 -0.6570
C 1.3712 -0.9009 0.0322
S -2.0058 -0.9565 0.3444
C -0.6602 -0.7034 -0.7334
H 0.7171 0.9325 1.0665
H -1.2784 -1.3922 1.3779
C 0.8756 0.5171 0.0848


Q: What are the energies relative to the best structure? A: A 139.0; B 167.9; C 0.0, in kJ/mol.


--- A ---
21
Properties=species:S:1:pos:R:3 method="wB97M-V/def2-TZVPD" e_homo_ha="-0.2676 / -0.2790" gap_ha="0.258 / 0.260" charge=0
H 1.5318 1.5740 1.2205
C -3.0914 0.6077 -0.7887
H -2.0771 -1.4707 0.9245
C 0.2337 0.1657 -0.3027
H -0.4301 -2.0679 1.1071
C -1.2614 -2.1789 0.4124
C 1.6179 -0.2467 0.2121
C 0.4587 1.1247 -1.4505
H 1.4560 0.1673 2.3031
H -0.4852 0.5938 0.4463
H 1.0055 2.0319 -1.0622
S -2.9335 1.0535 0.6802
P -0.7458 -1.1468 -1.0269
C 1.9549 0.5796 1.4505
H -3.6028 0.9476 -1.6656
H -0.5985 1.2204 -1.8811
H 1.8283 -1.2833 0.2753
H 2.4108 0.1152 -0.6223
H -1.5391 -3.2184 0.3287
H 1.1326 0.8123 -2.2255
H 3.1348 0.6187 1.6648


--- B ---
21
Properties=species:S:1:pos:R:3 method="wB97M-V/def2-TZVPD" e_homo_ha="-0.2649 / -0.2648" gap_ha="0.268 / 0.268" charge=0
C -2.9288 -0.9266 -0.5509
C 0.8596 0.5033 -0.0016
S 1.7188 -0.8088 0.8830
H 0.3291 2.6284 0.2914
H 2.7911 -2.4695 -0.4898
H -0.7035 0.6321 2.2178
C 1.5174 1.2115 -1.1007
C 1.2401 1.9305 0.1621
H -0.9884 -1.7000 0.3796
H 1.9817 -1.1409 -1.4665
C -1.6471 0.4914 1.6601
H -3.5212 -0.2211 -0.9245
H 0.9980 -2.3577 -0.6500
H 2.5109 1.0791 -1.2793
P -1.3639 -0.4008 0.0835
H -2.1159 1.5088 1.3390
H 0.8428 1.4344 -1.8866
H -2.7710 -1.6527 -1.2512
H -2.5580 -0.0396 2.2723
C 1.8652 -1.8277 -0.6346
H 1.9431 2.1261 0.9467


Q: What are the energies relative to the best structure? A: A 0.0; B 69.9, in kJ/mol.


--- A ---
17
Properties=species:S:1:pos:R:3 method="wB97M-V/def2-TZVPD" e_homo_ha=-0.4174 smiles=C.O.O.O.O gap_ha=0.431 charge=0
H -1.9366 -0.5881 0.2777
H -0.8517 0.5050 0.8649
H 0.7651 -3.2182 1.9615
O 1.5219 1.8816 -1.0557
H 1.6480 1.7483 -1.9694
H -1.1151 0.1556 -2.6442
H 0.2670 0.8944 -2.7304
O -0.1784 1.1387 1.0798
H 0.0521 -1.7344 2.6075
H 1.6772 -1.7548 1.9874
H 0.7250 1.2682 1.3205
H -1.7652 0.6707 -0.9491
O -2.2009 0.0484 -0.3692
H 1.0643 1.8737 -0.2435
H 0.3342 -1.7313 0.8672
C 0.6722 -2.1485 1.8092
O -0.6793 0.9907 -2.8142


--- B ---
17
Properties=species:S:1:pos:R:3 method="wB97M-V/def2-TZVPD" e_homo_ha=-0.3966 smiles=C.O.O.O.O gap_ha=0.410 charge=0
O -0.2209 0.9376 -2.3722
O -0.4072 -1.9570 1.0051
H -1.9459 -1.0001 -1.1561
H 0.1046 1.5327 0.4829
H -0.9273 -1.4106 1.6128
C 0.5137 1.4466 1.4578
H 1.6015 1.6329 1.5235
O 1.9755 -0.6753 -0.4212
H -0.6345 -2.8906 1.1975
O -2.5509 -0.2689 -1.1195
H 1.2353 -1.0024 0.1046
H 2.6104 -0.4154 0.2250
H -0.0788 2.2389 2.1037
H 0.4912 0.5409 -1.8362
H -1.9691 0.4736 -1.4599
H -0.1581 0.4083 -3.1766
H 0.3605 0.4089 1.8289


Q: What are the energies relative to the best structure? A: A 273.8; B 0.0, in kJ/mol.


--- A ---
18
Properties=species:S:1:pos:R:3 method="wB97M-V/def2-TZVPD" e_homo_ha=-0.1576 gap_ha=0.170 charge=-1
C -0.3660 2.1319 -1.0750
H -0.6316 -0.4708 1.3310
H -1.1885 2.8873 -0.9996
H 0.0251 -2.2219 0.2218
O -0.2865 -1.6374 2.4057
C -0.4706 0.1292 0.3533
H 1.3171 0.3828 -0.7856
H -0.0880 -1.5882 3.3473
H 1.6449 -0.2178 0.7386
H -1.4327 1.7339 0.8504
N -0.5814 1.4700 0.3632
O 0.8134 2.6291 -1.2631
H -0.6241 1.3454 -1.8062
C 0.6952 -1.7527 -0.5183
S -0.2214 -1.7275 -2.0340
H 1.5978 -2.3573 -0.6109
C 0.9178 -0.3492 -0.0534
H -1.1204 -0.3865 -0.4652


--- B ---
18
Properties=species:S:1:pos:R:3 method="wB97M-V/def2-TZVPD" e_homo_ha=-0.1059 gap_ha=0.238 charge=-1
H -1.6107 -0.6176 0.3691
H 2.8490 -0.3665 0.4224
C 0.5394 -0.2907 0.2059
S -0.5984 -2.6393 1.0255
H -0.8953 -0.4228 1.8922
O -1.3953 -0.6996 -2.9274
H -1.5855 -0.0587 -2.1690
C 1.8954 -0.1966 1.0759
C -0.6873 -0.8005 0.9066
H -1.6047 1.5178 0.5170
H 1.8481 -1.0066 1.6749
C -0.6844 1.8899 -0.0348
H 0.8310 -0.9891 -0.6253
H 2.0314 0.6505 1.7427
H -1.7610 -1.5373 -2.4071
N 0.3332 1.0250 -0.4231
O -0.5611 3.0678 -0.2595
H 1.0563 1.4743 -0.9860


Q: What are the energies relative to the best structure? A: A 560.1; B 0.0, in kJ/mol.


--- A ---
8
Properties=species:S:1:pos:R:3 method="wB97M-V/def2-TZVPD" e_homo_ha="-0.2835 / -0.2781" gap_ha="0.265 / 0.246" charge=0
H 0.3655 -1.5631 -0.4844
C 0.0557 2.1675 -0.7873
Cl 0.6731 3.2251 -1.9795
N -0.8168 0.1790 1.7951
S 0.1971 0.5611 -1.0504
H -0.1968 -2.4891 1.0364
N 0.1433 -1.5995 0.5258
N -0.4211 -0.4810 0.9443


--- B ---
8
Properties=species:S:1:pos:R:3 method="wB97M-V/def2-TZVPD" e_homo_ha="-0.3157 / -0.3157" smiles="NN(Cl)N=C=S" gap_ha="0.262 / 0.262" charge=0
N 0.2761 0.0182 -0.2541
H 1.8294 -1.0277 0.3930
S -2.8080 -0.2749 0.9275
H 2.0221 0.7267 0.3448
N -0.5614 -0.7370 -0.4882
Cl 0.0721 2.0173 -0.4617
C -2.3593 -0.6100 -0.5395
N 1.5288 -0.1125 0.0780


Q: What are the energies relative to the best structure? A: A 0.0; B 53.9, in kJ/mol.


--- A ---
22
Properties=species:S:1:pos:R:3 method="wB97M-V/def2-TZVPD" e_homo_ha=-0.3739 smiles="CC[C@]1(C)OC(=O)N(C)C1=O" gap_ha=0.398 charge=0
H -2.6377 -0.8517 0.8222
O -0.5161 3.2592 -0.0590
C 2.1673 2.1480 0.7955
O 1.5398 -0.8324 0.6935
C -0.1760 -2.5001 -1.3275
C -0.6981 -0.1624 0.0017
H 2.9577 1.4487 0.7679
C -0.2773 2.0485 -0.0310
C -0.7697 -1.0084 -1.3575
H -0.6983 -3.1662 -2.2370
H 2.2587 3.0610 0.0479
C -1.5796 -0.5648 1.1744
C 0.7509 0.0210 0.3540
H -1.9178 -0.9636 -1.4975
H 0.9778 -2.5109 -1.2937
H -0.4976 -3.0939 -0.3232
H -0.4164 -0.3084 -2.0968
O -1.0610 1.1151 -0.3210
H 2.0622 2.4476 1.9219
N 1.0153 1.3924 0.2955
H -0.9699 -1.3451 1.7918
H -1.5142 0.3666 1.8780


--- B ---
22
Properties=species:S:1:pos:R:3 method="wB97M-V/def2-TZVPD" e_homo_ha=-0.3112 smiles="CO[C@]1(C)C=C1[C@@H](N)C(=O)O" gap_ha=0.331 charge=0
H 3.5502 1.5616 0.9853
H -0.1152 1.9270 1.1633
C 0.6577 -0.0077 1.4142
C 0.3836 -1.4254 1.3020
C -1.1864 0.4265 -1.7311
C 2.3439 1.5055 0.7502
H -2.4357 -0.6994 -2.6077
H -1.3420 0.7402 1.6888
H 0.2358 -1.0623 -2.1267
C -0.5359 -0.9651 -1.3387
H 2.0107 1.6166 -0.3514
H 1.9772 2.4195 1.3019
H -1.9427 -2.4791 -0.8126
H -1.1256 -2.6847 -2.1684
H 0.0398 1.2864 2.8368
H 0.2715 -2.3497 1.9131
C 0.0395 -0.9851 0.0817
O -0.6708 1.4319 -1.4012
O 1.9981 0.3490 1.3578
O -2.2936 0.3083 -2.4405
C -0.2866 1.1256 1.8519
N -1.5733 -2.0396 -1.6689


--- C ---
22
Properties=species:S:1:pos:R:3 method="wB97M-V/def2-TZVPD" e_homo_ha=-0.3746 smiles="CCC[C@@H](N=C=O)C(=O)OC" gap_ha=0.401 charge=0
C 2.5277 -1.0611 -0.4694
C -0.6519 2.7966 0.4069
N -2.2059 -0.9905 -0.2456
H 3.3970 -0.5692 -0.0916
H 0.2195 -2.5469 0.1417
H -0.5692 3.2111 -0.6057
C -3.3966 -0.8390 -0.2366
H -1.4419 3.2610 0.9941
O 0.4618 1.2427 -1.2849
C 0.0578 -1.4369 0.4150
H -0.5638 -1.2856 1.2925
C 1.4430 -0.8512 0.7148
C -0.4635 0.7797 -0.6398
H 2.8039 -2.0900 -0.7035
H 1.7328 -1.3502 1.6487
O -4.5492 -0.6545 -0.1369
H 0.3417 2.9051 0.9778
H -0.6341 -1.1420 -1.5934
H 1.3125 0.2277 1.0732
O -1.1448 1.4667 0.2337
C -0.8613 -0.7274 -0.6099
H 2.1845 -0.3460 -1.2807


Q: What are the energies relative to the best structure? A: A 15.9; B 334.8; C 0.0, in kJ/mol.